ORCA calculation (wB97M-V/def2-TZVPD) on a 2-piece molecular cluster, C5H11N2 overall at a distorted geometry.

## Properties
Maximum force: 3.8 eV/A
Charge: +1
Kohn-Sham gap: 10.715 eV
ΔE to the lowest compared entry with this formula, charge and spin: 137.3 kcal/mol
Total energy: -8331.16401 eV

```
18
C5H11N2 (wB97M-V/def2-TZVPD)
C -2.8839 -0.0761 0.4109
C -2.7022 1.1567 0.1417
C 2.9209 -0.0472 0.0222
C -0.2185 -1.3272 -0.4341
C 2.1316 0.8474 0.6334
N -0.5782 0.1292 -0.4767
N -1.5536 0.3866 0.6391
H -3.4814 -1.0184 0.4839
H -3.1191 2.1352 0.1286
H 3.5193 -0.8242 0.5313
H -0.7666 0.3150 -1.4588
H 3.1308 0.0042 -1.0389
H 0.5022 -1.5273 -1.1765
H -0.0170 -1.5384 0.5886
H -1.2188 -1.9020 -0.5197
H 1.9638 1.8263 0.1687
H 2.0754 0.8312 1.6961
H 0.2952 0.6290 -0.3397
```

---

ORCA calculation (wB97M-V/def2-TZVPD) on C5H3O4 as an isolated structure at a distorted geometry.

## Properties
Maximum force: 2.7 eV/A
Charge: -1
Kohn-Sham gap: 7.259 eV
ΔE to the lowest compared entry with this formula, charge and spin: 28.4 kcal/mol
Total energy: -13421.65433 eV

```
12
C5H3O4 (wB97M-V/def2-TZVPD)
C -0.7539 1.6892 -0.0517
C -0.7618 -0.3311 -0.0839
C 0.4912 -0.4621 -0.7659
C -1.6255 -0.8235 0.9069
C 1.6662 0.1452 0.0402
O -1.9050 -0.8797 2.0503
O -1.4257 2.0951 -0.9010
O 0.6256 -0.9242 -1.8833
O -2.0914 -1.1577 -0.2698
H 2.5441 -0.4379 -0.3340
H 1.5382 -0.1783 1.1795
H 1.6981 1.2650 0.1128
```

---

ORCA calculation (wB97M-V/def2-TZVPD) on one molecule with the formula C30H39N5O3S.

## Properties
Maximum force: 0.9 eV/A
Charge: 0
Kohn-Sham gap: 7.809 eV
ΔE to the lowest compared entry with this formula, charge and spin: 8.2 kcal/mol
Total energy: -56173.30879 eV
SMILES string: Cc1cccc(N2CCN(C(=O)CCCCCn3c(=S)[nH]c4ccc(N5CCOCC5)cc4c3=O)CC2)c1C

```
78
C30H39N5O3S (wB97M-V/def2-TZVPD)
C -3.1853 6.6433 3.8854
C -1.7943 6.1900 3.5555
C -0.7106 6.7659 4.2055
C 0.5796 6.3777 3.9013
C 0.7983 5.3834 2.9675
C -0.2736 4.7793 2.3180
N -0.0855 3.7629 1.3549
C -0.4239 2.4179 1.7792
C -0.6145 1.5339 0.5480
N 0.5955 1.5481 -0.2529
C 1.2111 0.3810 -0.5407
O 0.6992 -0.6869 -0.2304
C 2.5852 0.3967 -1.1894
C 2.7083 -0.6768 -2.2788
C 2.5229 -0.1248 -3.6926
C 1.1770 0.5451 -3.9772
C 0.0439 -0.4203 -4.3310
N -0.5186 -1.1042 -3.1777
C -1.4047 -0.4257 -2.3937
S -1.8707 1.1339 -2.6903
N -1.9605 -1.0795 -1.3499
C -1.5998 -2.3462 -0.9650
C -2.1108 -2.9545 0.1786
C -1.7177 -4.2273 0.5165
C -0.7908 -4.9519 -0.2580
N -0.4705 -6.2514 0.0963
C -0.1833 -6.5765 1.4816
C 1.3176 -6.3973 1.7575
O 2.0982 -7.1953 0.8974
C 1.8404 -6.8860 -0.4567
C 0.3511 -7.0720 -0.7726
C -0.3022 -4.3379 -1.4096
C -0.7018 -3.0546 -1.7642
C -0.1484 -2.4314 -2.9670
O 0.5839 -3.0028 -3.7495
C 0.9502 2.8934 -0.6394
C 1.1535 3.7552 0.6115
C -1.5808 5.2062 2.5896
C -2.7389 4.6391 1.8233
H -3.8218 5.7943 4.1298
H -3.1739 7.3248 4.7323
H -3.6322 7.1615 3.0368
H -0.8806 7.5311 4.9490
H 1.4179 6.8393 4.4024
H 1.8084 5.0695 2.7524
H -1.3408 2.4393 2.3669
H 0.3782 1.9895 2.4070
H -0.8072 0.5018 0.8443
H -1.4459 1.9128 -0.0565
H 2.8653 1.3667 -1.5919
H 3.2770 0.1605 -0.3757
H 3.7017 -1.1277 -2.2309
H 1.9871 -1.4666 -2.0699
H 2.6665 -0.9435 -4.4006
H 3.3140 0.6086 -3.8748
H 0.8685 1.1591 -3.1306
H 1.2977 1.2095 -4.8355
H 0.4048 -1.1951 -5.0101
H -0.7662 0.1382 -4.8084
H -2.5898 -0.5403 -0.7703
H -2.8182 -2.4222 0.7972
H -2.1510 -4.6820 1.3936
H -0.7518 -5.9447 2.1599
H -0.4609 -7.6221 1.6506
H 1.5666 -6.7118 2.7724
H 1.5805 -5.3351 1.6287
H 2.4554 -7.5675 -1.0461
H 2.1407 -5.8484 -0.6655
H 0.1373 -6.8527 -1.8169
H 0.0813 -8.1157 -0.5757
H 0.4111 -4.8142 -2.0622
H 1.8488 2.9138 -1.2512
H 0.1185 3.3065 -1.2238
H 1.3975 4.7772 0.3164
H 1.9952 3.3360 1.1915
H -3.3074 3.9328 2.4296
H -3.4171 5.4354 1.5237
H -2.3839 4.1316 0.9313
```